No. 1
ORCA calculation (ωB97M-V with the def2-TZVPD basis set) on a structure of composition C20H22IrN4O4S.

Computed properties:
expectation value of S² = 0.790
multiplicity = 2
orbital gap (alpha / beta) = 7.8 / 6.6 eV

Last column: Löwdin charge in e.
CARTESIAN COORDINATES (ANGSTROEM)
Ir 0.562 -0.672 -0.725  1.3532
S 0.385 0.044 -3.329  0.3365
O 0.586 -0.871 -4.412  -0.2937
O -0.702 -0.463 -2.352  -0.4819
O 0.096 1.414 -3.692  -0.3267
O 1.598 0.010 -2.351  -0.4692
N -2.688 2.198 0.594  0.1027
N 2.184 -0.995 0.349  -0.0562
N -0.782 -1.094 0.749  -0.0475
N 0.327 1.376 0.143  -0.2402
C 2.352 -2.422 0.059  -0.3577
C -1.534 -2.202 0.796  -0.0796
C -0.110 1.104 1.528  -0.1135
C 4.769 -1.957 0.204  -0.0721
C -4.708 1.530 -0.497  -0.0654
C -2.032 2.013 -0.556  -0.2533
C 2.826 1.279 0.881  -0.1018
C -3.995 1.950 0.614  -0.1478
C 1.700 1.953 0.081  -0.1654
C 1.317 -2.560 -1.100  -0.2031
C -2.759 -1.358 2.655  -0.0446
C -0.560 2.345 -0.560  -0.1033
C -2.526 -2.373 1.739  -0.0415
C 4.484 -0.645 0.652  0.0091
C 3.770 -2.813 -0.124  -0.0088
C -1.998 -0.206 2.588  -0.0175
C -4.027 1.368 -1.692  -0.0415
C -2.665 1.614 -1.727  -0.0026
C -1.011 -0.099 1.623  -0.2335
C 3.157 -0.173 0.628  -0.2648
H 1.949 -2.968 0.928  0.1513
H 5.285 0.036 0.904  0.1099
H 1.805 -2.594 -2.074  0.0596
H -2.174 0.627 3.255  0.1230
H -3.538 -1.457 3.400  0.1128
H 3.719 1.868 0.666  0.1237
H -0.440 3.326 -0.082  0.1321
H 0.679 -3.436 -0.979  0.0440
H -4.546 1.051 -2.587  0.1128
H -1.318 -2.943 0.040  0.1131
H -3.109 -3.283 1.742  0.1106
H 1.964 1.963 -0.977  0.1195
H -2.086 1.495 -2.632  0.0944
H -4.498 2.107 1.563  0.1031
H 0.773 0.870 2.124  0.1178
H -5.772 1.349 -0.423  0.1002
H 1.658 2.993 0.430  0.1278
H 2.661 1.400 1.956  0.1153
H 3.978 -3.807 -0.498  0.1177
H -0.606 1.969 1.971  0.1271
H -0.203 2.400 -1.589  0.1086
H 5.803 -2.259 0.095  0.1071

No. 2
ORCA calculation (ωB97M-V with the def2-TZVPD basis set) on a cluster of 12 separate species, C48H132N12O12 in total in a non-equilibrium geometry.

Computed properties:
multiplicity = 1
SMILES string = COC[C@H](C)N.COC[C@H](C)N.COC[C@H](C)N.COC[C@H](C)N.COC[C@H](C)N.COC[C@H](C)N.COC[C@H](C)N.COC[C@H](C)N.COC[C@H](C)N.COC[C@H](C)N.COC[C@H](C)N.COC[C@H](C)N
orbital gap = 8.9 eV

Last column: Löwdin charge in e.
CARTESIAN COORDINATES (ANGSTROEM)
O 1.709 1.135 -6.830  -0.1651
O 2.054 4.906 -0.054  -0.1807
O 1.081 0.443 -0.737  -0.2173
O 3.074 1.874 6.239  -0.2164
O 2.089 -4.713 5.107  -0.1914
O -4.990 1.894 -1.067  -0.2312
O 5.756 -4.570 0.878  -0.1987
O -5.300 2.762 4.960  -0.1747
O -1.891 -3.454 0.790  -0.1856
O -1.195 2.167 4.514  -0.2254
O -1.453 -5.106 -7.075  -0.1980
O -1.623 2.605 -4.341  -0.1868
N -4.580 1.801 -6.315  0.0454
N 4.189 3.367 -0.611  0.0507
N 0.877 -4.571 -4.292  0.0217
N 2.914 1.074 9.819  0.0240
N 2.128 -2.752 2.955  0.0636
N 3.868 -1.438 0.492  0.0338
N -5.355 -1.032 -1.499  0.0565
N -1.635 1.335 1.654  0.0540
N -4.597 1.101 1.648  0.0504
N -0.108 2.095 -9.804  0.0285
N -1.527 0.164 7.671  0.0442
N 1.152 -4.516 -1.041  0.0378
C -3.328 1.594 -5.587  -0.4274
C -2.264 0.980 -6.509  -0.0450
C -1.822 -0.555 5.397  -0.0439
C 0.012 -2.663 -5.486  -0.0409
C 3.439 1.396 8.507  -0.4246
C -0.657 -3.322 0.075  -0.1664
C -3.100 -1.132 -2.350  -0.0454
C -5.249 2.105 2.517  -0.4039
C -1.497 -5.836 -8.291  -0.1327
C -4.223 1.165 -1.997  -0.1750
C 2.368 4.832 -1.409  -0.2012
C -0.193 -4.153 -5.135  -0.4428
C -6.736 1.722 2.576  -0.0617
C 5.347 -3.280 1.215  -0.1951
C -1.219 3.644 -3.520  -0.1265
C -0.935 3.515 4.314  -0.1297
C 6.428 -5.197 1.998  -0.0859
C -0.231 0.921 -0.357  -0.1524
C 4.315 0.191 8.048  -0.0545
C -4.105 -0.349 -1.473  -0.4254
C 0.106 -5.860 0.684  -0.0506
C -5.321 3.214 -1.541  -0.0723
C 3.922 4.445 -1.519  -0.4391
C 2.813 -2.533 4.234  -0.4093
C -4.598 2.028 3.952  -0.1918
C 0.912 1.414 -8.956  -0.4070
C 2.058 -3.317 5.336  -0.2169
C -2.305 -2.254 1.440  -0.0820
C 2.341 1.682 7.451  -0.1798
C 5.073 -2.524 -1.276  -0.0455
C 2.431 2.654 5.266  -0.0976
C -0.174 -5.147 -6.341  -0.1417
C -0.229 1.314 1.157  -0.3256
C -2.856 2.900 -4.917  -0.2211
C 1.128 -0.050 -2.116  -0.0639
C 4.379 -2.705 0.091  -0.4186
C 2.230 1.663 -5.683  -0.1371
C 1.234 -5.369 6.074  -0.0858
C -0.118 -4.736 -0.319  -0.4091
C 0.690 5.207 0.166  -0.1043
C 2.898 -1.059 4.484  -0.0455
C -4.907 4.166 4.888  -0.0831
C 4.327 4.070 -2.932  -0.0697
C -1.376 1.858 5.931  -0.1619
C 2.279 1.534 -9.785  -0.0354
C 0.595 0.372 2.115  -0.0355
C 1.048 2.092 -7.642  -0.2366
C -1.067 0.463 6.299  -0.4345
H 7.131 -4.539 2.508  0.0831
H -5.893 3.230 -2.469  0.0886
H 1.688 -5.284 7.061  0.0872
H 3.121 2.266 -5.857  0.0893
H -2.433 2.014 6.145  0.1299
H -0.762 -5.181 -1.078  0.1284
H -6.817 0.687 2.906  0.0819
H 0.808 -6.604 0.307  0.0790
H 2.272 1.757 10.194  0.0671
H 0.501 -5.377 1.577  0.0656
H -2.023 1.819 -7.161  0.0561
H 5.658 -3.397 -1.565  0.0738
H -0.031 4.618 -0.401  0.0775
H 0.374 -2.080 -4.639  0.0577
H 1.920 -0.584 4.562  0.0627
H 2.993 1.023 -9.138  0.0652
H -0.625 -5.701 -8.931  0.0779
H -0.739 2.423 6.612  0.1281
H -3.592 3.362 -4.258  0.1111
H 2.179 5.699 -2.042  0.1210
H 1.281 -2.204 2.992  0.0438
H -7.109 1.724 1.552  0.0649
H 2.290 0.284 9.739  0.0637
H 1.276 -6.422 5.795  0.0845
H 4.159 4.951 -3.552  0.0823
H 3.831 3.134 -3.186  0.0644
H -4.420 2.343 -7.151  0.0670
H 0.734 0.744 -2.752  0.0699
H -1.964 3.837 -2.748  0.0768
H -0.883 0.087 -0.619  0.0934
H -5.593 4.715 5.533  0.0871
H 2.183 0.984 -10.720  0.0663
H -3.255 -2.615 1.837  0.1036
H -1.566 4.194 4.887  0.0831
H -1.520 -0.597 4.350  0.0525
H 1.801 2.584 7.741  0.1189
H -3.652 -1.221 -3.285  0.0737
H 5.831 -1.750 -1.161  0.0730
H 0.174 -0.631 2.044  0.0443
H 1.752 -4.330 -0.250  0.0421
H -0.553 1.750 -0.987  0.1043
H 0.589 0.713 3.150  0.0506
H 2.709 2.530 -9.896  0.0749
H -3.217 1.566 -2.113  0.1120
H 0.104 -6.182 -6.140  0.1190
H 1.444 2.230 -5.183  0.0832
H -1.227 3.794 3.302  0.0840
H 4.454 -2.030 -2.024  0.0643
H 0.524 4.924 1.206  0.0754
H -4.406 3.802 -1.615  0.0756
H 2.093 3.569 5.751  0.0846
H -2.738 3.620 -5.726  0.1279
H -6.077 -0.438 -1.117  0.0702
H -5.160 4.558 3.904  0.0752
H -3.572 2.347 3.771  0.0918
H -3.472 0.804 -4.849  0.1093
H -1.592 -2.067 2.243  0.0683
H -2.360 -5.541 -8.887  0.0828
H 3.793 3.771 0.226  0.0601
H 3.143 -1.178 -0.162  0.0493
H -5.098 1.102 0.771  0.0296
H -1.347 0.718 -5.980  0.0737
H -1.658 1.616 2.624  0.0284
H 0.127 3.753 4.381  0.0754
H 0.785 -2.550 -6.245  0.0766
H -0.748 -6.407 1.083  0.0783
H 0.127 2.338 1.271  0.1151
H -0.990 4.563 -4.060  0.0995
H 5.349 3.691 -2.932  0.0799
H -7.409 2.373 3.134  0.0747
H 3.350 -0.767 5.432  0.0621
H -1.132 -4.253 -4.590  0.1262
H 3.656 -0.678 8.039  0.0651
H 3.790 -3.011 4.156  0.1288
H 1.596 0.275 1.696  0.0675
H -2.582 0.097 -7.063  0.0889
H 3.186 2.961 4.543  0.1012
H -4.780 1.195 -2.934  0.1141
H -0.636 -2.678 -0.804  0.1067
H -1.011 2.056 -9.353  0.0454
H -0.137 1.501 -10.619  0.0617
H 1.501 3.054 -7.883  0.1332
H -2.892 -0.351 5.381  0.0751
H 0.564 0.409 -8.715  0.1360
H -1.605 -0.835 7.803  0.0674
H 0.593 -4.677 -6.955  0.1117
H -1.533 -6.915 -8.143  0.0771
H 1.653 0.837 7.472  0.1065
H 3.288 -1.584 1.306  0.0212
H 0.654 -5.480 -3.913  0.0663
H 4.542 5.302 -1.254  0.1339
H 0.367 6.247 0.129  0.0883
H -2.162 -0.582 -2.429  0.0605
H -4.556 1.003 4.323  0.1157
H 1.028 -3.960 -3.502  0.0417
H 2.570 -3.097 6.273  0.1222
H 1.416 -5.448 -1.327  0.0681
H 2.597 0.865 -5.037  0.0855
H 1.893 -3.724 2.813  0.0647
H -3.671 -0.279 -0.475  0.0942
H 3.468 -3.303 0.063  0.0997
H 6.864 -6.096 1.562  0.0884
H 1.622 2.029 4.887  0.0683
H 1.778 4.053 -1.893  0.1034
H -0.344 3.271 -2.987  0.0656
H 5.065 -0.045 8.803  0.0763
H -3.871 4.474 5.029  0.0679
H -1.949 0.376 1.678  0.0339
H 0.059 -2.946 0.806  0.1025
H -3.748 1.572 1.370  0.0245
H 4.140 2.210 8.689  0.1366
H 4.722 0.419 7.064  0.0699
H 3.510 2.647 -0.814  0.0685
H 3.498 -0.613 3.691  0.0937
H 2.144 -0.272 -2.443  0.0810
H -2.486 0.479 7.644  0.0649
H 6.234 -2.656 1.325  0.1265
H -5.828 3.760 -0.746  0.0850
H -2.961 -2.150 -1.987  0.0772
H -5.113 2.482 -5.793  0.0567
H 5.726 -5.471 2.785  0.0774
H -2.452 -1.409 0.767  0.0554
H -0.912 -2.232 -5.871  0.0706
H -5.630 -1.078 -2.469  0.0730
H 0.187 -5.075 5.998  0.0849
H -1.592 -1.562 5.746  0.0702
H 4.819 -3.412 2.159  0.0935
H 0.054 2.362 -7.287  0.0986
H -0.027 0.138 6.278  0.1110
H 1.017 -2.993 5.339  0.1154
H -5.214 3.101 2.076  0.1208
H 0.481 -0.914 -2.263  0.0642

One value per record, in order, for energy relative to the best compared isomer or geometry (same formula, charge and spin): 0.0, 115.3 kcal/mol.
One value per record, in order, for total energy: -48921.5265, -94358.2777 eV.